Record 1
{
  "formula": "C31H48BBrN3P2RuS",
  "method": "ωB97M-V/def2-TZVPD",
  "elements": ["Ru", "C", "C", "C", "C", "P", "C", "N", "B", "N", "C", "P", "C", "C", "C", "C", "C", "C", "C", "C", "C", "C", "C", "C", "C", "C", "C", "C", "C", "C", "H", "H", "H", "H", "H", "H", "H", "H", "H", "H", "H", "H", "H", "H", "H", "H", "H", "H", "H", "H", "H", "H", "H", "H", "H", "H", "H", "H", "H", "H", "H", "H", "H", "H", "H", "H", "H", "H", "H", "H", "H", "H", "H", "H", "S", "C", "N", "Br", "C", "C", "C", "C", "C", "C", "H", "H", "H", "H"],
  "xyz": [[0.90707, 0.51074, -0.03190], [2.22182, -1.13858, -4.68846], [2.32562, -0.29258, -3.41333], [3.34249, -0.96645, -2.47925], [2.84894, 1.09576, -3.79083], [0.73601, -0.16359, -2.41939], [0.11292, -1.92253, -2.44765], [-0.27376, -2.20539, -1.09875], [-0.06270, -1.29017, -0.01070], [-0.45328, -2.04040, 1.16100], [-0.27407, -1.50871, 2.48386], [0.96553, -0.14518, 2.21544], [0.68384, 1.00869, 3.67584], [1.52976, 2.28318, 3.54206], [0.99702, 0.28872, 4.99349], [-0.78480, 1.45550, 3.72805], [2.64828, -0.99202, 2.32863], [2.96381, -1.41441, 0.88641], [2.70573, -2.22463, 3.22908], [3.73836, 0.00066, 2.75411], [-0.88295, -3.30745, 0.79234], [-1.34618, -4.36896, 1.54556], [-1.69148, -5.54497, 0.87976], [-1.57547, -5.64817, -0.49885], [-1.10850, -4.57984, -1.26412], [-0.76739, -3.41082, -0.61196], [-0.55563, 0.79052, -3.38461], [-0.53142, 0.53115, -4.89255], [-1.93130, 0.36596, -2.85396], [-0.36591, 2.29012, -3.12925], [3.22768, -1.22234, -5.10774], [1.59085, -0.69142, -5.45118], [1.87190, -2.15288, -4.50376], [4.24413, -1.19456, -3.05229], [2.97033, -1.90689, -2.06269], [3.64075, -0.30779, -1.66556], [3.86772, 0.99274, -4.17164], [2.87922, 1.76683, -2.93525], [2.24876, 1.55510, -4.57663], [0.90608, -2.59763, -2.77660], [-0.71758, -2.02562, -3.15278], [0.10371, -2.25462, 3.18570], [-1.20341, -1.10630, 2.89956], [2.58770, 2.11301, 3.72350], [1.17886, 3.00478, 4.28302], [1.42096, 2.73387, 2.55332], [2.04685, 0.02486, 5.09004], [0.40027, -0.61668, 5.11627], [0.74842, 0.95703, 5.82076], [-1.04929, 2.07311, 2.87582], [-0.90482, 2.06062, 4.62971], [-1.49585, 0.63277, 3.79529], [2.29738, -2.19225, 0.51572], [3.99172, -1.78654, 0.83550], [2.95736, -0.54843, 0.20781], [2.03172, -3.01310, 2.89066], [2.48200, -1.99694, 4.26965], [3.71976, -2.63159, 3.19040], [3.69007, 0.92957, 2.18750], [4.71366, -0.44463, 2.54787], [3.69869, 0.22993, 3.81524], [-1.44199, -4.28999, 2.62130], [-2.05912, -6.38821, 1.44923], [-1.85268, -6.57134, -0.99010], [-1.01897, -4.66332, -2.34015], [-0.57142, -0.53186, -5.13745], [0.33907, 0.97240, -5.37640], [-1.41781, 1.00057, -5.32686], [-2.23146, -0.61024, -3.23844], [-2.67171, 1.09409, -3.19366], [-1.97096, 0.33896, -1.76700], [0.62170, 2.64359, -3.42039], [-0.51809, 2.53830, -2.07765], [-1.10781, 2.83866, -3.71486], [2.28042, 2.63759, -0.34496], [3.85068, 2.04245, -0.37667], [4.93085, 1.62422, -0.39798], [-4.75728, 3.89834, 1.37563], [-3.18911, 2.92353, 0.93369], [-2.01722, 3.59598, 0.65271], [-0.87088, 2.87476, 0.33422], [-0.84814, 1.47034, 0.28584], [-2.07619, 0.83772, 0.57383], [-3.22763, 1.54000, 0.88928], [-1.98985, 4.67734, 0.68646], [0.02522, 3.44596, 0.13015], [-2.14731, -0.24282, 0.54596], [-4.15085, 1.01602, 1.10093]],
  "atomic_forces_ev_per_a": [[0.54, 0.72, -0.19], [0.01, -0.01, -0.04], [0.01, 0.00, 0.09], [0.01, 0.03, -0.05], [0.00, -0.01, 0.00], [-0.12, -0.07, 0.04], [0.04, 0.06, -0.13], [-0.20, 0.10, 0.13], [0.06, -0.31, 0.16], [0.07, 0.07, -0.02], [-0.02, 0.04, 0.04], [-0.08, -0.15, 0.15], [0.06, -0.02, 0.01], [-0.02, -0.04, -0.04], [0.01, 0.00, -0.05], [-0.02, -0.04, -0.04], [0.00, 0.03, 0.06], [0.07, -0.02, 0.07], [-0.02, -0.06, -0.07], [-0.05, 0.02, -0.12], [0.00, -0.02, -0.01], [0.00, 0.00, -0.01], [0.00, 0.00, 0.02], [0.00, -0.02, -0.02], [-0.01, 0.03, -0.01], [-0.01, -0.08, 0.01], [0.01, 0.01, 0.01], [-0.04, 0.02, -0.01], [-0.04, -0.02, 0.02], [0.00, 0.02, 0.11], [0.01, 0.00, -0.01], [0.03, -0.01, 0.04], [-0.02, -0.05, 0.02], [0.02, 0.00, 0.00], [-0.01, 0.01, 0.00], [0.00, 0.02, -0.05], [0.01, 0.00, 0.00], [0.01, 0.05, 0.05], [0.00, 0.01, 0.02], [0.04, 0.01, -0.01], [0.05, -0.01, -0.01], [0.00, -0.01, -0.02], [0.06, 0.00, -0.05], [-0.01, -0.01, -0.01], [0.00, 0.02, 0.02], [0.00, -0.01, 0.02], [0.06, -0.01, -0.01], [-0.03, -0.03, 0.00], [0.00, 0.02, 0.02], [-0.06, 0.04, -0.12], [-0.01, 0.02, 0.00], [0.04, 0.01, 0.01], [-0.02, 0.00, -0.01], [-0.01, -0.02, -0.01], [-0.04, 0.06, 0.00], [0.01, 0.00, -0.02], [-0.03, 0.02, 0.04], [0.01, 0.01, 0.01], [0.01, 0.04, -0.06], [0.01, -0.03, 0.01], [-0.03, 0.02, 0.08], [0.00, 0.00, 0.01], [0.00, 0.00, 0.00], [0.00, 0.00, 0.00], [0.00, -0.01, 0.00], [-0.02, 0.01, 0.02], [-0.02, -0.01, 0.02], [-0.01, 0.01, -0.01], [-0.01, 0.01, 0.01], [-0.01, 0.00, -0.01], [0.02, 0.02, -0.06], [0.04, 0.00, -0.01], [0.02, -0.05, -0.14], [-0.02, 0.01, -0.02], [-0.17, -0.25, 0.02], [0.01, -0.03, 0.05], [0.01, -0.06, -0.01], [0.03, -0.02, 0.00], [-0.06, -0.02, 0.01], [0.05, 0.05, 0.02], [-0.02, -0.17, 0.06], [-0.34, -0.04, 0.02], [0.22, 0.11, -0.01], [-0.06, 0.05, 0.01], [0.01, 0.00, -0.01], [-0.03, 0.02, 0.01], [-0.03, -0.01, 0.03], [0.01, -0.01, 0.00]],
  "mulliken_charge": [-1.632, -1.757, 1.739, -1.244, -1.647, 1.151, -2.130, 0.374, 1.321, 0.282, -1.750, 0.725, 2.002, -1.620, -1.734, -1.895, 2.568, -1.783, -1.853, -1.959, -0.006, -0.976, -0.779, -0.786, -0.963, 0.613, 2.113, -1.999, -2.093, -1.436, 0.566, 0.334, 0.260, 0.695, 0.208, -0.103, 0.500, 0.085, 0.332, 0.820, 0.600, 0.813, 0.371, 0.337, 0.518, 0.172, 0.313, 0.282, 0.515, 0.404, 0.654, 0.305, 0.183, 0.732, -0.203, 0.405, 0.252, 0.507, 0.232, 0.524, 0.383, 0.471, 0.407, 0.398, 0.487, 0.345, 0.320, 0.559, 0.324, 0.581, 0.516, 0.266, 0.123, 0.572, -0.309, 0.564, -0.681, -0.211, -0.605, -0.692, -0.386, 1.863, -0.361, -0.862, 0.437, 0.134, 0.397, 0.503],
  "orbital_gap_ev": [8.070, 6.562],
  "multiplicity": 2,
  "s2": 0.76
}

Record 2
{
  "formula": "C3H8O2S2",
  "method": "ωB97M-V/def2-TZVPD",
  "elements": ["C", "C", "C", "O", "S", "O", "S", "H", "H", "H", "H", "H", "H", "H", "H"],
  "xyz": [[0.53838, 1.39967, -0.02260], [0.01200, 0.03357, -0.23546], [0.71204, -1.03242, 0.49110], [-1.46403, 0.01117, 0.33875], [-2.61267, -0.71668, -0.64685], [-2.38141, -2.14894, -0.64121], [-3.09948, -0.00722, -2.33779], [1.52124, 1.51004, -0.47158], [-0.17693, 2.20991, -0.59023], [0.61586, 1.63591, 1.03327], [-0.06513, -0.24424, -1.30058], [0.31970, -2.15790, 0.59064], [0.86484, -0.64739, 1.55122], [1.78676, -1.16464, 0.21403], [-3.49423, -0.47321, 0.39719]],
  "atomic_forces_ev_per_a": [[-1.65, 2.52, -1.58], [-2.59, -1.19, -0.83], [1.94, -2.57, 3.17], [0.52, -0.24, -2.60], [0.62, -0.78, 2.45], [0.20, 0.60, 0.00], [0.39, 0.57, 0.56], [0.15, -0.11, -0.06], [1.74, -1.99, 1.57], [-0.15, 0.13, 0.12], [-0.18, 0.42, 0.27], [0.22, 2.86, -0.65], [-0.51, -0.68, -0.88], [-0.80, 0.32, -0.49], [0.10, 0.14, -1.03]],
  "mulliken_charge": [-1.285, 0.544, -1.176, -0.344, 0.662, -0.526, -0.274, 0.388, 0.240, 0.361, 0.361, 0.251, 0.291, 0.342, 0.166],
  "orbital_gap_ev": 10.206,
  "smiles": "CC(C)O[S@H](=O)=S"
}

Record 3
{
  "formula": "C3H8OS",
  "method": "ωB97M-V/def2-TZVPD",
  "elements": ["C", "O", "H", "H", "C", "C", "S", "H", "H", "H", "H", "H", "H"],
  "xyz": [[2.20575, 1.55125, -0.39757], [2.14315, 0.35802, -0.34767], [1.85709, 2.22996, -1.17441], [2.75813, 2.09183, 0.39709], [-0.95380, -1.47210, 0.97241], [-0.99682, -0.69408, -0.34323], [-0.93953, 1.10893, -0.08249], [-1.17000, -2.53173, 0.84782], [-0.09296, -1.23295, 1.59549], [-1.81120, -1.18366, 1.60881], [-1.93053, -0.86677, -0.86266], [-0.08983, -0.96882, -0.88547], [-0.97946, 1.61012, -1.32811]],
  "atomic_forces_ev_per_a": [[1.21, 0.25, 1.13], [-0.21, -0.18, -0.62], [-0.55, -0.28, -0.65], [-0.14, 0.06, 0.10], [-1.59, 1.01, 0.90], [0.67, -0.08, 0.03], [-0.30, 0.46, 0.85], [0.74, -0.11, -0.33], [0.30, -0.41, -0.36], [0.17, 0.24, -0.22], [0.13, -0.45, -0.32], [-0.40, 0.00, -0.44], [-0.03, -0.51, -0.09]],
  "mulliken_charge": [-0.079, -0.393, 0.254, 0.222, -1.136, -0.269, -0.326, 0.331, 0.314, 0.317, 0.362, 0.273, 0.128],
  "orbital_gap_ev": 9.708,
  "smiles": "C=O.CCS"
}

Record 4
{
  "formula": "C3H8N3O",
  "method": "ωB97M-V/def2-TZVPD",
  "elements": ["C", "C", "C", "N", "N", "N", "O", "H", "H", "H", "H", "H", "H", "H", "H"],
  "xyz": [[-1.35449, -0.48918, -0.06249], [-0.01708, -1.07277, 0.38073], [0.20699, 1.27076, 0.24835], [-1.14643, 0.92482, 0.01742], [1.60452, -0.00505, -1.17435], [0.95950, -0.00600, 0.05547], [2.13855, -0.06066, 0.70000], [-1.62929, -0.80104, -1.08240], [-2.17594, -0.79998, 0.59719], [0.02981, -1.22730, 1.46288], [0.25071, -2.00541, -0.11758], [0.60479, 2.02876, -0.43896], [0.39528, 1.60266, 1.28388], [-1.79090, 1.57167, -0.40775], [1.92399, -0.93128, -1.46237]],
  "atomic_forces_ev_per_a": [[-0.88, -0.51, -0.32], [-0.66, -0.90, 0.10], [-0.33, 1.71, 0.42], [0.08, 0.36, 0.10], [2.23, 1.01, 2.40], [-2.49, -0.16, 0.39], [0.78, 0.01, -3.46], [0.19, -0.10, 0.22], [0.34, -0.21, -0.06], [0.17, 0.22, -0.13], [0.12, 0.14, 0.05], [0.05, -0.27, 0.18], [0.30, -0.35, -0.21], [0.30, -0.11, -0.15], [-0.20, -0.82, 0.50]],
  "mulliken_charge": [-0.388, -0.456, -0.380, -0.216, -0.526, 0.947, -0.366, 0.280, 0.309, 0.291, 0.349, 0.302, 0.300, 0.234, 0.319],
  "orbital_gap_ev": 5.151,
  "charge": 1
}

Record 5
{
  "formula": "C9H9NO2",
  "method": "ωB97M-V/def2-TZVPD",
  "elements": ["C", "C", "C", "C", "C", "C", "C", "C", "C", "H", "H", "H", "H", "H", "H", "H", "H", "H", "N", "O", "O"],
  "xyz": [[-0.76500, -2.22274, 2.57752], [-0.81656, -0.93713, 1.66979], [0.46589, -0.88024, 1.00052], [0.53894, -0.08549, -0.10696], [1.59589, 0.16804, -1.22529], [1.10346, 0.91785, -2.41448], [-0.66733, 2.12157, -1.12782], [-0.66792, 0.72189, -0.35820], [-1.85761, 0.56818, 0.35964], [0.01438, -3.04915, 2.34536], [-2.02923, -2.37865, 2.58177], [-0.05714, -1.76420, 3.75761], [1.51862, -1.35302, 1.44382], [1.75472, -0.90475, -1.48451], [2.53772, 0.96136, -1.25545], [0.75678, 0.27685, -3.29952], [2.03684, 1.43753, -2.94040], [-2.43991, 1.36075, 0.08866], [-2.00584, -0.27993, 1.33667], [0.20962, 2.19511, -2.18904], [-1.22631, 3.12616, -0.75969]],
  "atomic_forces_ev_per_a": [[-1.17, 2.55, 2.75], [1.07, -2.42, -0.95], [1.61, 0.33, 0.98], [-1.75, 4.08, -2.10], [1.37, 0.70, 1.03], [-0.32, 2.36, -4.37], [1.86, -0.99, -0.04], [0.62, 0.72, 0.05], [4.02, -0.03, -0.86], [-2.11, 1.38, -0.35], [3.87, -0.61, 1.02], [-2.89, -1.37, -3.08], [-3.31, 0.87, -1.13], [1.05, 1.02, -0.44], [-1.44, -3.08, 2.50], [-0.65, 0.93, 1.52], [-2.09, -0.92, 1.12], [-3.01, 1.40, 0.08], [2.48, -2.75, 2.01], [0.74, -2.72, 0.67], [0.01, -1.47, -0.39]],
  "mulliken_charge": [-1.022, 0.621, -0.423, 0.504, -0.232, -0.538, 0.373, 0.158, -0.468, 0.296, 0.309, 0.214, 0.222, 0.218, 0.203, 0.251, 0.287, 0.588, -0.669, -0.354, -0.537],
  "orbital_gap_ev": 9.281
}

Record 6
{
  "formula": "C8H9N5",
  "method": "ωB97M-V/def2-TZVPD",
  "elements": ["C", "N", "C", "N", "C", "N", "N", "C", "C", "C", "C", "N", "C", "H", "H", "H", "H", "H", "H", "H", "H", "H"],
  "xyz": [[-1.57531, 0.76161, -3.25953], [-1.24456, -0.51276, -2.69299], [-0.60732, -0.55184, -1.60066], [-0.40098, -1.82851, -1.01238], [0.77613, -2.12308, -0.41523], [1.74633, -2.43145, 0.14257], [-0.02764, 0.51573, -0.92565], [0.12276, 0.69178, 0.46911], [-0.59527, -0.01462, 1.42785], [-0.38020, 0.27404, 2.76592], [0.57485, 1.25129, 3.09882], [1.28491, 1.92977, 2.19034], [1.06120, 1.61880, 0.91666], [-2.00113, 1.44611, -2.51103], [-0.68003, 1.24120, -3.72842], [-2.33425, 0.65009, -4.03752], [-0.82926, -2.55909, -1.58367], [-0.04772, 1.37603, -1.48276], [-1.36498, -0.72693, 1.14452], [-0.94312, -0.23743, 3.54888], [0.76676, 1.50344, 4.13963], [1.66627, 2.14928, 0.17961]],
  "atomic_forces_ev_per_a": [[0.21, 0.70, -0.30], [0.10, -0.49, 0.32], [0.25, 0.17, 0.20], [0.13, 0.06, -0.24], [0.55, -0.52, 0.40], [-0.94, 0.40, -0.57], [-0.43, 0.35, -0.83], [0.21, -0.22, 0.36], [-0.47, 0.15, 0.03], [0.58, 0.44, 0.19], [-0.34, -0.23, -0.07], [-0.48, -0.60, 0.03], [0.23, 0.31, -0.25], [0.14, 0.06, -0.08], [-0.59, -0.21, 0.27], [0.20, -0.10, 0.05], [0.26, 0.23, 0.30], [0.11, -0.59, 0.52], [0.20, 0.04, -0.02], [0.22, 0.16, -0.27], [-0.04, -0.06, -0.15], [-0.11, -0.05, 0.09]],
  "mulliken_charge": [-0.916, -0.623, 0.520, -0.243, 0.414, -0.467, -0.218, 0.132, 0.105, -0.502, -0.268, -0.575, -0.359, 0.312, 0.295, 0.279, 0.324, 0.317, 0.428, 0.349, 0.349, 0.346],
  "orbital_gap_ev": 9.616,
  "smiles": "C/N=C(/NC#N)Nc1cccnc1"
}

ΔE to the lowest compared entry with this formula, charge and spin for every record listed, in sequence, given in eV: 0.0000, 3.0329, 1.1039, 7.8207, 6.4222, 1.8842.
Maximum force for every record listed, in sequence, given in eV Å⁻¹: 0.9, 4.5, 2.1, 3.5, 5.0, 1.2.